(1)
Here is a molecular structure, C10H29NO13P2SSi2 in a non-equilibrium geometry from OMol25. Energies are from ωB97M-V/def2-TZVPD.

Each line ends with the Mulliken charge.
CARTESIAN COORDINATES (ANGSTROEM)
C -3.563 -2.908 1.130  -1.068
S -3.534 -2.565 -0.610  1.104
O -4.535 -1.566 -0.917  -0.708
O -3.631 -3.829 -1.299  -0.644
Si -1.642 -1.585 -1.178  0.471
O -0.366 -2.368 -0.496  -0.100
Si 1.126 -1.622 -0.535  -0.010
C 1.292 -0.370 0.837  -0.053
N 1.403 -1.006 2.151  -0.361
P 2.562 -3.353 -0.344  0.880
O 2.054 -4.541 -1.040  -0.669
O 2.864 -3.679 1.180  -0.523
O 3.925 -2.788 -0.981  -0.502
P -1.478 -1.764 -3.427  0.840
O -1.426 -0.385 -3.920  -0.694
O -0.172 -2.602 -3.759  -0.460
O -2.615 -2.688 -4.035  -0.465
H -2.572 -3.197 1.468  0.300
H -4.264 -3.734 1.228  0.407
H -3.944 -2.043 1.663  0.334
H -1.672 -0.175 -0.765  -0.055
H 1.333 -0.964 -1.845  -0.146
H 0.461 0.339 0.748  -0.187
H 2.207 0.193 0.657  0.288
H 1.790 -0.317 2.780  0.287
H 0.539 -1.388 2.499  0.213
H 3.185 -2.914 1.675  0.319
H 4.431 -3.554 -1.286  0.324
H -0.252 -3.524 -3.468  0.317
H -3.503 -2.400 -3.785  0.368
O 2.035 1.324 3.859  -0.683
C 1.165 2.129 3.632  0.707
O 0.288 2.414 4.605  -0.348
C -0.688 3.455 4.473  -0.388
C -1.947 2.967 3.787  -0.716
C 0.960 2.687 2.248  -0.470
H -0.257 4.321 3.970  0.357
H -0.905 3.756 5.496  0.326
H -1.752 2.651 2.762  0.053
H -2.694 3.760 3.764  0.360
H -2.361 2.115 4.327  0.280
H 0.313 2.004 1.697  -0.118
H 1.925 2.720 1.749  0.303
H 0.529 3.684 2.212  0.366
O -0.944 1.658 -0.317  -0.562
C -0.208 1.534 -1.260  0.770
O 1.121 1.616 -1.044  -0.040
C 2.093 1.262 -2.038  -0.332
C 2.421 2.421 -2.953  -1.490
C -0.727 1.354 -2.665  -1.326
H 1.771 0.379 -2.589  0.416
H 2.975 0.976 -1.466  0.433
H 1.552 2.734 -3.532  0.303
H 3.211 2.139 -3.648  0.416
H 2.759 3.278 -2.370  0.346
H -0.874 2.340 -3.107  0.296
H -1.687 0.850 -2.609  0.433
H -0.077 0.769 -3.310  0.503

Summary:
Energy in eV: -84121.604
Frontier orbital gap in eV: 9.303
Strongest force on any atom in hartree/bohr: 0.0620
Spin multiplicity: 1
HOMO in eV: -9.25


(2)
Here is a molecular structure, C10H30CaCl5F4KMg2NO9P2SiTa in a non-equilibrium geometry from OMol25. Energies are from ωB97M-V/def2-TZVPD.

Each line ends with the Mulliken charge.
CARTESIAN COORDINATES (ANGSTROEM)
C 5.764 1.048 -0.627  -1.282
Si 4.166 0.245 -1.409  0.519
C 4.482 0.351 -3.287  -0.808
C 4.134 -1.531 -0.757  -1.057
Ta 2.024 1.609 -0.588  -0.100
C 0.640 0.732 -2.103  -0.863
C 0.109 -0.686 -1.805  0.081
O 1.141 -1.648 -1.819  -0.515
C -0.904 -1.079 -2.951  0.642
F -2.131 -1.231 -2.445  -0.227
F -0.560 -2.224 -3.534  -0.246
F -0.987 -0.138 -3.909  -0.293
H 6.293 0.326 -0.022  0.398
H 6.418 1.413 -1.416  0.482
H 5.457 1.894 -0.004  0.266
H 4.685 1.417 -3.513  0.142
H 3.631 0.039 -3.886  0.326
H 5.396 -0.181 -3.536  0.300
H 3.855 -2.165 -1.598  0.360
H 5.093 -1.810 -0.334  0.481
H 3.325 -1.636 -0.036  0.246
H 1.569 0.402 0.704  -0.100
H 3.157 2.493 0.647  -0.101
H 2.491 2.864 -1.884  -0.391
H 0.691 2.818 -0.105  -0.149
H -0.226 1.403 -2.161  0.556
H 1.138 0.775 -3.076  0.420
H -0.485 -0.792 -0.888  0.241
H 1.217 -2.047 -0.946  0.362
Ca 3.889 3.692 -2.107  1.357
Cl 7.589 -0.831 -1.867  0.091
C -4.860 -0.469 -0.730  -0.530
O -5.956 -1.367 -0.420  -0.286
P -7.128 -1.523 -1.530  1.120
O -7.567 -0.148 -1.850  -0.696
O -8.079 -2.355 -0.529  -0.363
C -8.666 -1.674 0.578  -0.668
O -7.589 -2.387 -2.832  -0.305
C -7.106 -3.738 -2.975  -0.577
H -4.002 -0.727 -0.109  0.187
H -4.581 -0.550 -1.781  0.243
H -5.157 0.551 -0.505  0.254
H -8.753 -0.606 0.384  0.335
H -8.065 -1.833 1.474  0.239
H -9.658 -2.093 0.733  0.245
H -7.451 -4.357 -2.146  0.283
H -6.017 -3.761 -3.025  0.227
H -7.508 -4.131 -3.904  0.242
N 2.643 4.316 2.584  -0.161
H 3.097 3.399 2.736  -0.080
H 2.385 4.717 3.491  0.414
H 3.287 4.942 2.105  0.338
H 1.799 4.184 2.018  0.284
C 3.128 1.756 5.072  0.083
Cl 3.031 0.388 6.096  0.039
Cl 3.917 3.140 5.837  -0.072
Cl 3.994 1.362 3.556  -0.112
Cl 1.401 2.246 4.607  0.385
O 0.850 -1.176 4.371  -0.197
P 0.302 -1.690 5.698  0.573
O 1.443 -2.176 6.580  -0.456
O -0.671 -2.838 5.478  -0.442
O -0.420 -0.543 6.398  -0.407
Mg 9.769 -1.133 -2.606  0.721
F -2.900 0.590 0.790  -0.804
K -1.037 0.876 1.154  0.777
Mg -0.935 3.283 4.465  0.030

Summary:
Energy in eV: -177887.709
Frontier orbital gap in eV: 1.083
Total charge: +2
Strongest force on any atom in hartree/bohr: 0.1134
Spin multiplicity: 1
HOMO in eV: -11.01


(3)
Here is a molecular structure, C10H30CrKO20P2V in a non-equilibrium geometry from OMol25. Energies are from ωB97M-V/def2-TZVPD.

Each line ends with the Löwdin spin population.
CARTESIAN COORDINATES (ANGSTROEM)
K 0.022 0.386 18.520  0.001
Cr 1.316 2.920 21.557  2.885
O -1.106 2.671 25.721  0.000
V -1.098 1.577 24.586  0.012
O -2.535 1.736 23.866  -0.002
P 0.383 0.838 22.312  0.021
O 0.294 2.236 23.099  0.005
O 1.915 1.113 22.079  0.027
O -0.171 1.608 21.114  0.001
O -0.386 0.040 23.378  0.007
P 2.060 4.118 19.263  0.009
O 2.212 3.385 17.902  -0.004
O 2.393 5.583 19.101  0.001
O 2.845 3.394 20.441  -0.027
O 0.725 3.947 20.000  -0.003
C -2.338 -2.668 22.407  0.000
C -0.840 -3.030 22.524  0.000
O -0.270 -2.595 23.741  0.000
O -2.559 -1.286 22.173  0.000
H -2.841 -2.997 23.328  0.000
H -2.815 -3.266 21.625  0.000
H -0.349 -2.537 21.666  0.000
H -0.647 -4.096 22.389  0.000
H -0.397 -1.617 23.688  0.000
H -1.855 -0.824 22.673  0.000
C -0.747 -0.335 26.907  0.000
C 0.659 -0.363 26.383  0.000
O 0.885 0.935 25.820  0.000
O -1.700 -0.113 25.833  0.000
H -0.830 0.480 27.631  0.000
H -1.056 -1.241 27.432  0.000
H 0.832 -1.126 25.616  0.000
H 1.337 -0.624 27.204  0.000
H 1.700 0.729 25.293  0.000
H -2.532 -0.502 26.101  0.000
C -3.727 1.402 20.391  0.000
C -4.791 1.031 19.383  0.000
O -4.665 1.818 18.205  0.000
O -2.436 1.237 19.855  0.000
H -3.897 0.783 21.284  0.000
H -3.929 2.409 20.779  0.000
H -5.801 1.150 19.774  0.000
H -4.673 -0.032 19.119  0.000
H -3.727 2.008 18.082  0.000
H -1.837 1.728 20.451  0.000
C 3.373 -1.958 23.096  0.000
C 3.864 -0.978 24.143  0.000
O 3.049 0.186 24.328  0.002
O 3.520 -1.533 21.743  0.001
H 2.329 -2.271 23.234  0.000
H 3.938 -2.889 23.214  0.000
H 4.912 -0.702 23.997  0.000
H 3.849 -1.521 25.096  0.000
H 2.778 0.579 23.445  0.001
H 3.119 -0.647 21.660  0.000
C 1.384 5.718 22.922  0.002
C 2.190 4.859 23.887  0.002
O 2.713 3.759 23.144  0.016
O 0.377 4.847 22.359  0.036
H 2.051 6.028 22.113  0.000
H 0.867 6.517 23.452  0.001
H 1.610 4.554 24.760  0.000
H 3.020 5.475 24.247  0.001
H 3.628 3.564 23.347  0.001
H -0.455 5.314 22.441  0.003

Summary:
Energy in eV: -140826.351
Frontier orbital gap (spin up / spin down) in eV: 4.661 / 4.701
Total charge: -1
Strongest force on any atom in hartree/bohr: 0.1279
Spin multiplicity: 4
⟨S²⟩: 3.80
HOMO (spin up / spin down) in eV: -3.33 / -3.38